DFT (ωB97M-V with the def2-TZVPD basis set) results for 13 unconnected molecules or ions with the total composition C52H73N5O24.

Highest occupied orbital energy: -8.2 eV
Energy relative to the best compared isomer or geometry (same formula, charge and spin): 40.0 kcal/mol
Frontier orbital gap: 8.334 eV
LUMO energy: 0.17 eV
E_tot: -4104.741048 Eh

Geometry (Å):
C  -6.39888  26.23799  -21.77178
C  -7.75749  26.82111  -21.74249
C  -9.00278  25.91010  -21.49263
O  -9.80479  26.60914  -20.62333
C  -9.20308  27.73162  -20.22409
O  -9.64409  28.62949  -19.51173
O  -7.93641  27.71883  -20.69585
H  -6.11010  25.61133  -22.61560
H  -6.32695  25.74071  -20.80450
H  -5.59811  26.97686  -21.74095
H  -8.04097  27.28831  -22.68560
H  -8.85710  24.91365  -21.07552
H  -9.44758  25.74300  -22.47361
C  -5.31519  32.54589  -17.90004
C  -5.97729  31.24776  -18.47466
C  -7.44785  31.08225  -18.12974
O  -8.11412  31.59969  -19.21134
C  -7.22612  31.70805  -20.21567
O  -7.46515  31.85637  -21.36128
O  -6.04689  31.43699  -19.79991
H  -4.34846  32.68680  -18.38345
H  -5.19163  32.47937  -16.81912
H  -5.95414  33.37812  -18.19539
H  -5.49072  30.29660  -18.25869
H  -7.67371  31.75209  -17.30005
H  -7.80183  30.05214  -18.08881
C  -9.60016  29.38697  -13.41388
C  -10.32822  28.97758  -14.66857
C  -9.50742  28.30379  -15.76750
O  -10.07981  27.12764  -16.08180
C  -11.14378  26.94332  -15.28503
O  -11.95180  26.01713  -15.38245
O  -11.19544  27.88285  -14.30542
H  -9.01568  28.54047  -13.05345
H  -10.30747  29.55352  -12.60143
H  -8.98000  30.28070  -13.34509
H  -11.04458  29.74714  -14.95619
H  -8.54676  28.11173  -15.28964
H  -9.34805  28.89394  -16.66995
C  -7.40061  31.55992  -25.80420
C  -6.32372  30.54525  -25.43415
C  -6.32867  30.22903  -23.97794
O  -6.57306  28.86085  -23.87832
C  -6.90222  28.33445  -25.10667
O  -7.23029  27.17041  -25.24898
O  -6.77383  29.33812  -25.99023
H  -7.33245  31.88483  -26.84241
H  -7.36138  32.49669  -25.24827
H  -8.41519  31.16452  -25.75529
H  -5.30372  30.77458  -25.74252
H  -7.11952  30.76357  -23.45170
H  -5.35735  30.41518  -23.51969
C  -12.54513  31.11407  -19.07030
C  -13.35384  29.83838  -18.94521
C  -12.74636  28.71496  -18.08369
O  -13.65059  28.58842  -16.98488
C  -14.61740  29.55467  -17.05922
O  -15.33174  29.75858  -16.12827
O  -14.49663  30.26656  -18.24402
H  -11.87056  31.18761  -19.92333
H  -12.04353  31.30920  -18.12245
H  -13.33406  31.83460  -19.28601
H  -13.75846  29.53198  -19.90983
H  -11.74662  28.93173  -17.70736
H  -12.80752  27.77092  -18.62512
C  -12.41624  24.62545  -18.82377
C  -13.82997  24.66353  -19.40108
C  -14.92967  25.11646  -18.46916
O  -15.56740  26.19614  -19.29350
C  -14.85504  26.38840  -20.40909
O  -15.25271  27.07924  -21.34193
O  -13.78534  25.68590  -20.31857
H  -12.26220  23.70343  -18.26319
H  -12.34139  25.40926  -18.07002
H  -11.60583  24.73871  -19.54384
H  -14.13312  23.70903  -19.83136
H  -14.64526  25.46633  -17.47679
H  -15.71111  24.36328  -18.36832
C  -9.99291  27.26399  -26.68297
C  -10.25462  28.48583  -25.72652
C  -11.52592  29.18306  -26.04633
O  -12.13359  29.16193  -24.74879
C  -11.40474  28.49151  -23.84914
O  -11.73548  28.31576  -22.69294
O  -10.26572  28.06784  -24.35418
H  -8.95082  27.28445  -27.00194
H  -10.62396  27.22968  -27.57105
H  -10.06493  26.28026  -26.21908
H  -9.42966  29.19808  -25.71135
H  -12.10836  28.67189  -26.81286
H  -11.19855  30.14276  -26.44621
C  -5.85525  27.16131  -17.81641
C  -4.67872  27.28966  -16.84587
C  -3.81603  26.02302  -16.62709
O  -2.49498  26.60740  -16.69023
C  -2.55089  27.85418  -17.22693
O  -1.54967  28.46736  -17.50871
O  -3.77522  28.27543  -17.28715
H  -5.59417  26.57183  -18.69529
H  -6.18184  28.16722  -18.08019
H  -6.72090  26.82017  -17.24863
H  -5.05512  27.45310  -15.83606
H  -3.94895  25.19927  -17.32842
H  -3.99148  25.63256  -15.62467
N  -4.16097  23.80336  -21.34635
C  -3.13457  23.93439  -20.48056
C  -3.26062  22.96854  -19.47254
C  -4.50916  22.28160  -19.74835
C  -4.96385  22.76427  -20.99585
H  -4.15774  24.20600  -22.27261
H  -2.43760  24.71605  -20.74449
H  -2.63792  22.70106  -18.63165
H  -5.03022  21.59888  -19.09353
H  -5.81008  22.46928  -21.59857
N  -7.60874  22.85091  -19.02366
C  -8.58541  22.47447  -19.93799
C  -9.75321  22.25722  -19.16860
C  -9.36324  22.36833  -17.83711
C  -8.11038  22.90063  -17.78274
H  -6.62383  22.92395  -19.23513
H  -8.32102  22.30043  -20.97056
H  -10.67911  21.88703  -19.58341
H  -10.09619  22.26841  -17.05024
H  -7.33142  23.17242  -17.08579
N  -12.10544  23.19686  -24.58940
C  -11.93634  24.02975  -23.48882
C  -11.34930  23.34474  -22.44314
C  -11.33270  22.03891  -22.89675
C  -11.79292  21.94609  -24.20616
H  -12.52785  23.41793  -25.47978
H  -12.29106  25.04981  -23.48190
H  -11.07146  23.78410  -21.49649
H  -11.01202  21.20105  -22.29546
H  -11.90329  21.08169  -24.84414
N  -5.59805  24.30071  -24.75680
C  -4.42325  24.85815  -24.44449
C  -3.48749  23.86489  -24.41302
C  -4.14276  22.62644  -24.55617
C  -5.45328  22.95317  -24.87878
H  -6.43871  24.85173  -24.85565
H  -4.40210  25.91714  -24.23354
H  -2.41957  23.86467  -24.25191
H  -3.81033  21.60225  -24.47293
H  -6.27313  22.32198  -25.18839
N  -0.59395  27.43787  -22.90047
C  -1.89013  27.18811  -23.39154
C  -2.76030  27.67221  -22.48021
C  -2.04872  28.37659  -21.44054
C  -0.69465  28.21431  -21.79231
H  0.31708  27.25418  -23.29591
H  -2.01524  26.73545  -24.36408
H  -3.82710  27.81348  -22.57182
H  -2.47038  28.99700  -20.66356
H  0.26313  28.60061  -21.47637

Forces on atoms 1 to 3 (eV/Å):
0.89 -0.07 1.18
-2.27 -0.85 -1.50
1.58 -1.91 -1.67